DFT (the ωB97M-V functional and the def2-TZVPD basis) results for a molecular structure, C23H22ClCoN2O4Si.

Last column: natural (NBO) charge in e.
Cartesian coordinates (Å):
1 Co -0.01567 0.04134 0.00078  0.81
2 C -1.96567 -3.70399 -0.20818  -0.67
3 C -1.55453 -2.28405 0.03143  0.24
4 N -0.46368 -1.78313 -0.44901  -0.21
5 O 0.37226 -2.68459 -1.12311  -0.57
6 C -2.36576 -1.39277 0.80996  -0.03
7 C -3.75134 -1.70834 1.27073  -0.66
8 N -1.77980 -0.23265 1.07855  -0.06
9 O -2.39195 0.64344 1.75043  -0.55
10 H -1.09869 -4.33391 -0.39087  0.24
11 H -2.61232 -3.75610 -1.08778  0.23
12 H -2.52745 -4.08114 0.64412  0.22
13 H 1.21873 -2.22343 -1.11606  0.48
14 H -4.30167 -2.28527 0.52589  0.20
15 H -4.26743 -0.76412 1.44651  0.25
16 H -3.77319 -2.26757 2.21264  0.20
17 Cl 2.60379 3.95111 5.45442  -0.05
18 C 2.00877 3.27315 3.95754  -0.12
19 C 1.47921 4.13303 2.97734  -0.20
20 C 1.01072 3.63396 1.79683  -0.23
21 C 1.01473 2.23294 1.51348  0.45
22 O 0.56426 1.83297 0.39141  -0.70
23 C 1.57893 1.38657 2.52025  -0.32
24 C 1.76612 -0.01481 2.31966  0.44
25 O 1.42793 -0.69296 1.34306  -0.64
26 C 2.06443 1.93117 3.72985  -0.15
27 H 1.44476 5.19693 3.17403  0.22
28 H 0.59575 4.28341 1.03741  0.22
29 H 2.30999 -0.52537 3.13138  0.12
30 H 2.48679 1.26768 4.47478  0.21
31 C -1.05506 -2.34535 -5.46680  -0.24
32 C -2.25474 -1.89920 -4.93449  -0.24
33 C -2.25506 -0.97722 -3.89506  -0.16
34 C -1.06910 -0.48173 -3.35268  -0.43
35 C 0.12453 -0.95632 -3.90070  -0.21
36 C 0.13977 -1.86716 -4.94498  -0.21
37 Si -1.07047 0.75178 -1.89417  0.81
38 C -0.38325 2.36667 -2.63875  -0.33
39 C -1.22203 3.36921 -3.12546  -0.23
40 C -0.71719 4.54182 -3.67206  -0.23
41 C 0.65334 4.73744 -3.74923  -0.24
42 C 1.50957 3.75627 -3.26740  -0.22
43 C 0.99211 2.59503 -2.71381  -0.23
44 H -1.04910 -3.06171 -6.27973  0.20
45 H -3.19399 -2.26655 -5.33250  0.20
46 H -3.20178 -0.63280 -3.49275  0.20
47 H 1.07016 -0.60305 -3.49932  0.20
48 H 1.08402 -2.21135 -5.35047  0.20
49 H -2.53825 1.04440 -1.76888  -0.21
50 H -2.29639 3.23051 -3.07152  0.21
51 H -1.39528 5.30501 -4.03680  0.20
52 H 1.05262 5.65126 -4.17331  0.20
53 H 2.58222 3.90514 -3.30936  0.20
54 H 1.67337 1.85859 -2.30238  0.20

Maximum force in eV/A: 0.5
Spin multiplicity: 2
Net charge: -1
<S²>: 0.78
E in eV: -93404.8024



DFT (the ωB97M-V functional and the def2-TZVPD basis) results for 3 unconnected molecules or ions with the total composition C5H15NO2 at a distorted geometry.

Last column: natural (NBO) charge in e.
Cartesian coordinates (Å):
1 C 1.82139 -1.35403 -0.42517  -0.57
2 C 0.63314 -0.77516 -0.63454  0.23
3 C -0.57456 -0.90117 0.27063  -0.44
4 C -0.24484 -1.55032 1.60806  -0.61
5 N 0.46602 0.04475 -1.74450  -0.62
6 C -0.81898 0.45386 -2.24191  -0.41
7 H 2.53072 -1.49152 -1.23893  0.19
8 H 2.00895 -2.00874 0.41011  0.21
9 H -1.04065 0.06834 0.46249  0.19
10 H -1.26521 -1.49263 -0.34286  0.22
11 H 0.13002 -2.55440 1.45871  0.21
12 H 0.47712 -0.96766 2.16523  0.23
13 H -1.12850 -1.59571 2.22558  0.21
14 H 1.27234 0.18006 -2.32528  0.39
15 H -1.28089 1.18326 -1.57665  0.18
16 H -1.52004 -0.36451 -2.40883  0.19
17 H -0.70498 0.99082 -3.18506  0.21
18 O 1.96240 1.32072 2.03504  -0.94
19 H 2.79604 1.22676 1.56769  0.47
20 H 1.38737 1.79282 1.42783  0.47
21 O -2.67295 2.57165 0.88610  -0.94
22 H -2.19328 3.36342 0.62162  0.47
23 H -2.04062 1.85936 0.98467  0.47

Energy above the lowest of the compared OMol25 structures with the same formula, charge and spin in eV: 1.4608
Maximum force in eV/A: 1.1
E in eV: -11012.4855
SMILES string: C=C(CC)NC.O.O



DFT (the ωB97M-V functional and the def2-TZVPD basis) results for a molecular structure, C5H10N2S at a distorted geometry.

Last column: natural (NBO) charge in e.
Cartesian coordinates (Å):
1 C 1.47252 0.35971 -0.70377  -0.62
2 C 0.18482 -0.34739 -0.43170  -0.01
3 C 0.17816 -1.83571 -0.12842  -0.64
4 C -0.37057 -0.04976 -1.87199  -0.21
5 C -0.50625 0.81503 1.64159  0.29
6 H 2.11793 0.22101 0.05914  0.21
7 H 2.05263 0.12353 -1.56677  0.23
8 H 0.92628 1.41889 -1.01275  0.23
9 H -0.79436 -2.01265 0.17404  0.22
10 H 0.28812 -2.55554 -1.12195  0.24
11 H 0.99163 -2.23236 0.50823  0.22
12 H -0.89483 1.00283 -2.07345  0.22
13 H 0.42345 0.44833 2.06601  0.16
14 H -2.34546 1.67379 1.62920  0.43
15 H -1.05439 1.99635 3.26910  0.42
16 N -0.80275 0.45856 0.37070  -0.57
17 N -1.32300 1.54910 2.40665  -0.82
18 S -0.54393 -1.03373 -3.21386  0.00

Energy above the lowest of the compared OMol25 structures with the same formula, charge and spin in eV: 4.6116
Maximum force in eV/A: 5.9
E in eV: -19158.2941



DFT (the ωB97M-V functional and the def2-TZVPD basis) results for a molecular structure, C2H3FKMgO at a distorted geometry.

Last column: natural (NBO) charge in e.
Cartesian coordinates (Å):
1 O -0.90345 0.04968 -0.41768  -0.93
2 C -0.08310 0.15983 -1.48430  0.37
3 C 1.19968 -0.52818 -1.38269  -0.10
4 K 0.39256 0.18701 1.70990  0.99
5 H -0.30451 0.91003 -2.24820  0.21
6 F 1.85260 -0.10647 -0.13574  -0.38
7 H 1.22433 -1.62339 -1.33030  0.26
8 Mg -2.77545 0.11176 -0.36489  1.32
9 H 1.51691 -0.14340 -2.42552  0.25

Maximum force in eV/A: 5.1
Spin multiplicity: 2
Net charge: +2
<S²>: 0.76
E in eV: -28639.0243